Entry 1:
118
Properties=species:S:1:pos:R:3:forces:R:3:mulliken_charge:R:1 method="wB97M-V/def2-TZVPD" e_above_lowest_kj_mol=141.9 mol_weight_g_mol=1192.96 lumo_ev="-0.87 / -0.87" gap_ev="5.605 / 5.604" charge=0 spin_multiplicity=1
La 0.30548 0.63624 -0.10717 -0.498 -0.450 0.798 1.41
C 1.92648 -4.91242 5.57410 0.230 1.091 -0.403 -0.39
C 1.30094 -5.06871 4.33273 0.350 1.978 -0.322 -0.98
C 0.93893 -3.93208 3.54758 0.446 -1.589 1.218 -0.10
C 1.30461 -2.68356 4.02478 -0.570 1.055 -0.354 -0.38
C 1.99110 -2.51342 5.21657 0.340 -1.820 2.413 -0.17
C 2.28579 -3.64309 6.07085 -1.967 0.136 -4.297 -1.09
C 0.94235 -1.47541 3.19683 0.487 -1.628 0.513 1.48
C -0.41691 -1.24660 2.97956 -1.560 0.905 -2.038 0.33
C -1.56109 -1.90443 3.54996 0.579 0.118 0.697 -1.65
C -2.67219 -1.41192 2.98190 -1.783 -0.889 -0.015 -1.23
C -2.30178 -0.42663 2.02237 1.527 -0.044 0.275 0.32
C -3.18912 0.48040 1.41508 0.638 -0.721 1.394 0.61
C -4.63711 0.23998 1.45706 -0.087 0.063 1.405 -0.99
C -5.46821 0.80357 2.43617 0.721 0.229 0.623 -0.06
C -6.81731 0.55295 2.42636 -1.042 -0.122 -0.434 -0.76
C -7.40360 -0.19347 1.41304 1.897 -0.566 -1.744 -0.61
C -6.54765 -0.68789 0.40436 -0.387 -0.829 0.205 -0.70
C -5.17032 -0.53771 0.47188 -1.250 0.711 0.273 0.24
C -2.85334 1.73110 0.96241 -0.633 -0.388 -1.044 0.48
N -1.60820 2.15221 0.72399 1.003 1.033 0.055 0.12
C -1.75423 3.44838 0.37823 1.498 1.790 -1.805 0.35
C -0.75590 4.33296 -0.13769 0.697 -0.399 0.441 1.39
C -1.21433 5.61307 -0.73828 -0.555 1.484 -0.343 0.03
C -1.94609 6.55246 0.06042 0.945 -0.332 0.273 -0.28
C -2.45240 7.74115 -0.48195 1.928 -1.943 -1.009 -0.87
C -2.05387 8.07898 -1.77184 -0.489 -0.800 0.316 -0.49
C -1.35508 7.18671 -2.57685 0.612 0.206 -0.673 -0.79
C -0.98096 5.92147 -2.11373 -0.479 0.094 1.605 -0.28
C 0.61222 4.08956 -0.04726 1.087 -1.306 0.121 0.13
C 1.70176 5.01421 -0.19684 -0.124 0.020 -0.190 -1.67
C 2.87663 4.43916 0.19144 -2.439 -0.188 -0.049 -1.43
C 2.48514 3.11009 0.60782 0.907 -0.613 0.298 0.85
N 1.18748 2.88541 0.36112 -1.042 0.387 0.505 0.53
C 3.39722 2.21864 1.23593 0.322 0.034 0.098 0.71
C 3.13657 0.97252 1.85990 -1.859 -0.692 -0.561 0.72
C 4.10373 0.08571 2.48363 -0.073 -0.930 0.123 -1.03
C 3.45238 -1.03277 2.98919 -0.621 2.149 -1.525 -1.37
C 2.01888 -0.79883 2.65841 0.465 1.205 0.120 0.26
N 1.84621 0.35184 1.92364 2.548 0.697 -0.052 0.00
C 4.85005 2.65445 1.09105 -1.678 -2.729 -1.380 -1.51
C 5.51229 1.97782 0.04830 -0.124 0.153 0.002 -0.01
C 6.85096 2.23419 -0.12929 1.081 -0.449 0.124 -0.69
C 7.51149 3.12971 0.73146 0.613 0.170 -0.469 -0.42
C 6.82124 3.83799 1.69825 0.149 -1.208 -0.739 -0.83
C 5.50109 3.52484 1.88555 -0.896 1.392 1.330 0.38
C -3.09163 3.89233 0.27698 -2.514 -2.948 0.691 -1.29
C -3.81586 2.70403 0.58369 -0.195 3.300 0.208 -1.32
N -0.90570 -0.39459 2.01145 -0.234 0.707 -0.373 0.83
H 2.22068 -5.78952 6.10882 0.062 -0.436 0.343 0.38
H 1.27495 -6.04200 3.91892 -0.610 -0.895 -0.287 0.39
H 0.38370 -4.02704 2.60792 0.369 0.000 0.339 0.51
H 2.23346 -1.53911 5.62782 -0.031 0.105 -0.464 0.45
H 2.80021 -3.57664 6.95757 0.996 0.458 1.933 0.50
H -1.54845 -2.53946 4.39477 0.117 -0.759 0.548 0.61
H -3.69267 -1.76445 3.20290 0.600 0.496 -0.066 0.49
H -5.07619 1.45323 3.24533 0.010 -0.564 -0.729 0.41
H -7.46988 0.97942 3.15728 -0.112 0.258 0.560 0.42
H -8.43409 -0.41138 1.25362 -0.718 0.184 0.548 0.43
H -6.90970 -1.31627 -0.41231 -0.329 0.323 0.224 0.39
H -4.49705 -0.85815 -0.27160 0.330 -0.802 -0.798 0.60
H -1.98544 6.34263 1.15686 -0.384 0.138 -1.071 0.47
H -3.07465 8.39915 0.02558 -0.825 1.004 1.214 0.49
H -2.40542 9.02305 -2.10999 0.044 0.637 -0.685 0.41
H -1.02801 7.51772 -3.58285 -0.452 -0.381 0.623 0.33
H -0.54858 5.15658 -2.75442 0.169 0.315 0.074 0.38
H 1.46046 5.97457 -0.55856 0.372 1.167 -0.197 0.65
H 3.81721 4.87843 0.31846 1.062 0.513 -0.071 0.59
H 5.17827 0.27486 2.42639 -0.399 -0.103 0.339 0.41
H 3.86289 -1.91175 3.45117 0.071 0.053 0.141 0.60
H 4.97519 1.25125 -0.59503 0.354 0.613 0.549 0.37
H 7.43568 1.64055 -0.85446 -0.352 0.574 0.327 0.34
H 8.58906 3.27701 0.64036 -0.287 -0.032 -0.144 0.36
H 7.26129 4.52426 2.36328 0.802 0.722 0.503 0.47
H 4.93325 4.02839 2.66919 0.123 -0.133 -0.074 0.43
H -3.50483 4.88068 0.03983 0.363 -0.932 0.091 0.46
H -4.89894 2.69353 0.73500 0.529 -0.324 -0.232 0.54
I -0.72060 2.03741 -3.04281 -0.233 0.070 -0.092 -0.05
C 1.03249 0.71860 -2.78213 0.287 0.842 0.387 -1.24
H 1.73227 1.41348 -3.28883 0.042 -0.682 0.295 0.36
H 0.82371 -0.10334 -3.45454 -0.058 -0.239 -0.373 0.36
N -1.93890 -0.66474 -1.02015 -0.791 0.029 -1.093 -0.14
C -2.73509 -0.59611 -1.87205 0.465 -0.123 0.212 -0.13
N -3.62678 -0.63150 -2.85825 1.577 -1.699 -0.137 0.16
C -3.26824 -1.58256 -3.96879 0.762 0.361 0.514 -0.14
C -3.04878 -0.83195 -5.25327 -1.693 0.953 -1.701 -0.51
O -4.21182 0.07352 -5.48623 1.577 -1.356 -0.228 -0.42
C -4.21217 1.10027 -4.53599 0.212 -0.248 0.568 -0.45
C -4.45782 0.48575 -3.13971 -0.851 2.371 0.011 -0.09
H -4.03259 -2.35287 -4.09451 0.060 0.129 0.219 0.33
H -2.28945 -2.00039 -3.67739 -0.596 -0.318 -0.083 0.08
H -3.11475 -1.46911 -6.15350 0.217 -0.126 0.681 0.35
H -2.08566 -0.29481 -5.32328 -0.496 0.129 0.404 0.23
H -5.06852 1.74266 -4.81016 0.664 0.056 0.312 0.36
H -3.21941 1.59154 -4.55153 -0.647 0.256 -0.025 0.09
H -5.53123 0.23822 -3.10921 0.363 -0.172 0.373 0.25
H -4.19315 1.25575 -2.38139 -0.624 -0.347 -0.331 0.14
S 4.03840 -5.18971 -2.76339 -0.450 -0.411 0.196 -0.22
C 2.97474 -3.91777 -2.04547 0.847 -0.334 -0.363 -0.07
C 3.55890 -3.01678 -1.16971 0.098 0.504 0.564 -0.78
C 2.72151 -2.07957 -0.54690 -1.436 -1.548 -1.208 -0.08
N 1.35805 -2.03812 -0.76728 1.921 0.389 0.574 0.53
C 0.85740 -2.87950 -1.67989 0.015 1.528 -0.500 -0.43
C 1.64477 -3.74217 -2.39372 -0.652 -2.620 -1.522 -0.31
C 3.13175 -6.72980 -2.33992 0.623 1.899 -1.310 0.40
C 2.44704 -6.79151 -1.16613 -0.650 0.562 2.264 -0.25
C 1.61287 -7.88582 -0.95463 -0.309 -0.172 -0.588 -0.38
N 1.40722 -8.81812 -1.90430 -0.412 0.091 1.804 -0.57
C 2.13059 -8.74937 -2.98288 0.511 0.317 -1.315 -0.31
C 3.00993 -7.72377 -3.29016 0.007 -0.153 1.329 -0.36
H 4.64990 -3.02524 -0.94325 -1.081 -0.124 -0.147 0.42
H 3.19506 -1.45294 0.16681 -0.223 0.916 0.674 0.07
H -0.16475 -2.68307 -2.02106 0.149 -0.284 0.581 0.27
H 1.19114 -4.42416 -3.21219 0.745 1.283 1.540 0.30
H 2.54638 -5.96386 -0.39912 -0.191 -1.223 -0.959 0.40
H 1.02374 -8.02341 -0.04816 0.230 0.225 -0.110 0.38
H 1.96077 -9.48982 -3.73642 -0.086 -0.593 -0.260 0.37
H 3.63052 -7.75552 -4.14353 0.258 0.133 -0.998 0.44

---

Entry 2:
122
Properties=species:S:1:pos:R:3:forces:R:3:mulliken_charge:R:1 method="wB97M-V/def2-TZVPD" e_above_lowest_kj_mol=67.8 mol_weight_g_mol=1214.25 lumo_ev="-3.22 / -3.17" gap_ev="4.982 / 5.093" charge=+1 spin_multiplicity=1
Lu -0.01272 0.87706 -0.56913 0.304 0.310 -0.305 3.20
C 3.64407 5.07663 -4.43884 -0.032 -0.025 -0.030 -0.65
C 2.99648 4.42159 -5.49487 0.028 0.038 0.046 -0.60
C 1.93243 3.56388 -5.26141 -0.008 -0.009 -0.074 -0.32
C 1.55543 3.35863 -3.94363 -0.055 -0.112 -0.066 0.35
C 0.47026 2.57962 -3.33805 -0.052 0.088 0.080 -0.21
N 0.56245 2.65205 -1.97079 0.029 -0.242 0.044 -0.25
C 1.50434 3.59767 -1.66980 -0.094 -0.027 -0.024 -1.10
N 1.70878 4.16684 -0.50539 -0.047 -0.015 0.086 -0.38
C 0.96973 3.87860 0.57344 0.147 -0.078 0.103 -0.27
C 0.95354 4.72206 1.75878 0.102 0.096 -0.193 0.08
C 1.59494 5.91722 2.06900 0.022 0.016 0.048 -0.11
C 1.32307 6.48792 3.30052 -0.007 -0.025 -0.017 -0.76
C 0.42026 5.89093 4.19672 0.018 -0.004 -0.017 -0.85
C -0.22958 4.71145 3.87883 0.016 0.004 0.062 -0.06
C 0.05881 4.13152 2.64689 -0.153 -0.062 0.063 0.43
C -0.43246 2.93674 1.99146 0.007 -0.099 0.029 -0.81
N -1.22156 2.04354 2.60954 0.173 0.080 0.035 -0.14
C -1.84996 1.11411 1.93731 -0.157 0.212 -0.040 0.54
N -1.97181 1.09923 0.57758 0.111 -0.500 0.196 -0.48
C -2.95713 0.20933 0.25833 -0.161 0.262 -0.043 0.50
N -3.56129 0.17254 -0.90124 0.047 -0.072 -0.148 -0.28
C -3.05544 0.81324 -1.96128 0.036 -0.120 -0.056 -0.77
N -1.75179 1.19073 -2.15089 -0.160 0.160 0.131 -0.03
C -1.62827 1.62004 -3.43570 -0.003 -0.255 -0.067 -0.55
N -0.53075 2.09393 -4.03213 0.002 -0.009 0.048 -0.55
C -2.90425 1.49749 -4.12590 0.182 0.128 -0.075 0.47
C -3.30448 1.81558 -5.41866 -0.010 -0.016 -0.056 -0.34
C -4.63464 1.60978 -5.74249 -0.007 -0.015 0.018 -0.71
C -5.54498 1.10966 -4.79732 0.039 -0.004 -0.002 -0.70
C -5.14500 0.80657 -3.50671 -0.058 -0.058 -0.028 -0.29
C -3.80697 1.00705 -3.18882 -0.093 -0.003 0.204 0.45
C -3.34734 -0.54621 1.45450 -0.019 0.004 -0.110 0.04
C -4.18174 -1.63550 1.64268 -0.113 -0.012 -0.007 -0.17
C -4.29764 -2.13671 2.93249 0.031 0.028 0.022 -0.96
C -3.61191 -1.54964 4.00252 0.003 0.026 -0.040 -0.87
C -2.78616 -0.44949 3.81029 -0.036 0.039 0.059 -0.20
C -2.65563 0.03107 2.51734 0.071 0.105 0.058 0.10
N 0.14599 2.80982 0.76050 -0.151 0.049 0.011 0.03
C 2.19698 4.00774 -2.89688 0.065 0.037 0.121 0.39
C 3.24304 4.88838 -3.12469 0.054 0.062 -0.006 -0.31
H 4.46450 5.74907 -4.65639 -0.024 -0.024 -0.006 0.42
H 3.32865 4.59866 -6.51064 -0.005 -0.002 0.046 0.43
H 1.41234 3.06957 -6.07329 0.023 0.035 0.049 0.55
H 2.27706 6.37919 1.36626 -0.025 -0.013 0.028 0.59
H 1.80538 7.41739 3.57799 -0.023 -0.038 -0.004 0.42
H 0.22250 6.37156 5.14688 0.013 0.000 -0.031 0.43
H -0.94584 4.25880 4.55596 0.032 0.025 -0.059 0.58
H -2.59822 2.21198 -6.13777 -0.033 -0.012 0.033 0.57
H -4.98510 1.84583 -6.73980 0.002 -0.013 0.036 0.44
H -6.57937 0.96788 -5.08396 0.020 0.010 -0.004 0.44
H -5.84321 0.43191 -2.76724 0.043 0.028 -0.039 0.56
H -4.72336 -2.07472 0.81265 0.045 0.017 0.033 0.64
H -4.93415 -2.99314 3.11814 0.011 0.027 0.003 0.45
H -3.73380 -1.95948 4.99805 0.004 0.007 -0.034 0.46
H -2.26008 0.01862 4.63559 -0.028 -0.052 -0.067 0.71
H 3.72405 5.40839 -2.30485 -0.034 -0.025 -0.040 0.55
O -1.02548 -1.43379 -1.28565 -0.204 -0.071 -0.235 -0.75
S -1.86357 -1.69826 -2.53114 0.128 0.210 0.363 0.89
C -0.80119 -2.27662 -3.87879 0.011 0.090 -0.065 -0.87
C -0.10504 -3.61795 -3.77103 0.046 -0.011 -0.046 -1.42
C 0.91292 -3.66295 -2.64035 0.079 0.017 -0.056 0.78
C 2.15591 -2.79894 -2.89104 -0.092 -0.033 -0.046 -0.97
S 2.57764 -1.65338 -1.56021 0.054 0.476 -0.203 -0.13
O 1.44318 -0.65786 -1.52402 0.061 -0.272 0.110 -0.11
C 2.42242 -2.82457 -0.22846 -0.091 0.044 0.130 0.55
C 1.29709 -2.89284 0.57587 -0.040 -0.031 0.024 1.15
C 1.25722 -3.84710 1.58399 0.011 -0.036 0.054 -1.26
C 2.32813 -4.71047 1.77958 -0.016 0.018 -0.002 -0.71
C 3.45141 -4.62655 0.96526 0.017 0.009 0.013 -0.97
C 3.50605 -3.67321 -0.04073 0.058 -0.007 0.032 -1.24
C -2.79678 -3.15857 -2.18279 -0.048 -0.109 0.029 0.91
C -3.87445 -3.45362 -3.01052 0.050 -0.025 0.007 -0.73
C -4.64043 -4.57688 -2.73704 0.001 0.016 0.016 -0.79
C -4.34078 -5.37053 -1.63500 0.011 0.005 -0.003 -0.53
C -3.27730 -5.04597 -0.80296 0.001 0.023 0.001 -0.91
C -2.49626 -3.92892 -1.07252 -0.006 -0.123 0.036 -0.18
H -0.10291 -1.44059 -3.99638 -0.019 -0.025 -0.046 0.44
H -1.47934 -2.24903 -4.73812 0.043 0.031 0.037 0.73
H 0.37052 -3.82669 -4.73413 0.002 -0.027 0.011 0.50
H -0.84636 -4.40331 -3.61371 -0.031 0.002 -0.008 0.44
H 1.22313 -4.69128 -2.45910 0.023 -0.024 -0.003 0.59
H 0.40615 -3.32823 -1.74175 -0.022 0.028 0.158 -0.90
H 2.06280 -2.14496 -3.76234 -0.002 -0.045 0.004 0.67
H 3.06064 -3.39517 -3.02626 -0.023 -0.002 -0.049 0.57
H 0.46727 -2.21823 0.41850 0.009 -0.016 -0.089 0.42
H 0.37810 -3.91848 2.21411 0.030 -0.001 -0.010 0.63
H 2.29075 -5.44968 2.57077 -0.002 0.031 -0.045 0.44
H 4.28739 -5.29705 1.11967 -0.025 0.026 -0.006 0.45
H 4.38833 -3.58619 -0.66911 -0.051 -0.009 0.049 0.54
H -4.11875 -2.80444 -3.84646 0.012 -0.041 0.056 0.43
H -5.48243 -4.82302 -3.37149 0.029 0.008 0.020 0.41
H -4.94799 -6.24012 -1.41819 0.012 0.020 -0.008 0.41
H -3.05776 -5.65950 0.06221 -0.010 0.016 -0.030 0.48
H -1.67270 -3.64713 -0.42615 -0.054 0.009 -0.040 0.35
O 2.78494 1.35536 -0.22574 0.084 0.167 -0.076 -0.27
H 3.37197 1.25169 0.53339 -0.021 -0.065 -0.006 0.24
H 3.02560 2.21077 -0.60703 0.036 0.011 0.046 0.24
O 0.96242 0.04555 1.50383 0.067 0.150 0.114 -0.45
S 1.51945 0.88902 2.65270 -0.194 -0.267 -0.056 0.35
C 0.81485 0.21536 4.14846 0.121 -0.050 -0.091 0.62
C 0.47984 1.09795 5.16114 -0.036 0.047 0.004 -0.24
C -0.00498 0.58416 6.35771 -0.016 -0.012 0.013 -0.71
C -0.15695 -0.78744 6.51428 0.023 -0.009 -0.037 -0.70
C 0.16997 -1.65629 5.47620 -0.006 -0.005 0.039 -0.63
C 0.66494 -1.15623 4.28315 -0.035 -0.006 0.050 -0.40
C 3.20307 0.34007 2.93595 -0.108 0.045 -0.045 0.06
C 3.93808 1.02384 3.89885 -0.042 0.071 0.003 -0.65
C 5.24134 0.63245 4.14789 0.027 0.005 0.015 -0.88
C 5.80459 -0.42037 3.43305 -0.016 -0.010 -0.025 -0.70
C 5.06348 -1.07958 2.46465 -0.049 -0.002 -0.027 -0.75
C 3.74860 -0.69819 2.20818 0.156 -0.041 0.074 -0.35
H 0.57232 2.16879 5.00861 0.010 -0.091 0.009 0.37
H -0.27646 1.25686 7.16156 0.017 -0.022 -0.024 0.45
H -0.53657 -1.18319 7.44861 0.013 0.015 -0.042 0.40
H 0.04315 -2.72483 5.60157 -0.002 0.041 0.006 0.48
H 0.92735 -1.81264 3.46205 0.015 0.014 0.013 0.30
H 3.49621 1.84781 4.45151 0.017 -0.054 -0.050 0.54
H 5.82292 1.15319 4.89702 -0.003 -0.011 -0.006 0.44
H 6.82624 -0.71961 3.63161 -0.043 0.009 -0.012 0.42
H 5.50140 -1.89710 1.90605 -0.007 0.008 0.002 0.51
H 3.14622 -1.19949 1.46851 -0.051 -0.057 -0.049 0.95